C5H10Si | the ωB97M-V functional and the def2-TZVPD basis

Geometry as XYZ:
```
16
Properties=species:S:1:pos:R:3:lowdin_charge:R:1
C -2.20 -0.53 -0.03 -0.08
C -0.70 -0.38 0.01 -0.39
C 0.13 -1.43 0.00 -0.16
Si 1.88 -0.64 0.00 0.69
C 1.49 1.26 -0.02 -0.24
C -0.10 1.09 0.02 -0.21
H -2.70 0.15 0.88 0.13
H -2.60 -1.59 0.23 0.11
H -2.58 -0.07 -0.86 0.03
H -0.21 -2.39 -0.21 0.04
H 2.91 -1.02 1.02 -0.06
H 2.24 -1.22 -1.23 -0.08
H 1.77 1.91 -0.83 0.06
H 1.71 1.71 0.91 0.03
H -0.61 1.46 0.86 0.07
H -0.44 1.70 -0.74 0.08
```

The LUMO energy comes out at 1.0 eV. The SMILES is CC1=C[SiH2]CC1. As for the charge: 0. The value obtained for the total energy is -485.92533 Ha.



C8H16N3O4 | the ωB97M-V functional and the def2-TZVPD basis

Geometry as XYZ:
```
31
Properties=species:S:1:pos:R:3:lowdin_charge:R:1
C -1.93 -1.35 -0.50 0.06
C 0.84 0.28 -1.04 -0.37
C 1.71 1.07 2.10 -0.01
C -0.60 1.72 1.36 -0.03
C -0.30 -0.51 2.48 -0.06
C 1.35 0.02 -3.38 -0.01
C 0.73 -0.22 0.22 0.06
C 0.36 0.48 1.56 -0.55
N 1.39 -0.55 -2.02 0.07
N -0.91 -2.17 -0.97 -0.37
N -2.94 -0.76 -0.39 0.11
O 0.49 1.47 -1.48 0.10
O -0.47 -1.82 -2.07 0.05
O -0.51 -3.13 -0.31 0.10
O -4.22 -0.93 -0.80 0.09
H 1.73 2.15 1.96 0.07
H 2.67 0.69 1.71 0.10
H 1.56 0.78 3.15 0.09
H -0.14 2.70 1.60 0.08
H -1.62 1.66 1.90 0.12
H -0.92 1.71 0.27 0.08
H -1.32 -0.95 2.03 0.13
H 0.50 -1.27 2.83 0.13
H -0.59 -0.09 3.35 0.03
H 2.31 0.29 -3.76 0.10
H 1.24 -0.79 -4.07 0.09
H 0.44 0.78 -3.34 0.16
H 1.20 -1.27 0.23 0.16
H 2.06 -1.28 -1.77 0.17
H 0.64 2.20 -0.89 0.13
H -4.73 -0.92 0.02 0.13
```

The LUMO energy (spin up / spin down) comes out at -5.3 / -5.9 eV. As for the charge: +1. The value obtained for the total energy is -779.01661 Ha.



C24H71N13O9 | the ωB97M-V functional and the def2-TZVPD basis

Geometry as XYZ:
```
117
Properties=species:S:1:pos:R:3:lowdin_charge:R:1
C 1.36 11.80 -11.45 -0.09
O -0.01 11.80 -11.90 -0.20
C -0.50 13.00 -12.38 -0.24
C -1.96 12.84 -12.79 -0.44
C -2.57 14.10 -13.42 -0.06
N -2.82 12.53 -11.66 0.04
H 1.65 10.80 -11.16 0.08
H 1.60 12.41 -10.58 0.09
H 2.01 12.02 -12.30 0.09
H -0.35 13.67 -11.54 0.12
H 0.19 13.43 -13.10 0.12
H -2.05 11.99 -13.46 0.14
H -3.08 14.78 -12.73 0.08
H -3.33 13.70 -14.08 0.07
H -1.88 14.59 -14.10 0.07
H -2.24 11.80 -11.27 0.06
H -2.70 13.30 -11.02 0.07
C -1.02 27.25 -3.75 -0.10
O -0.50 26.70 -4.97 -0.18
C 0.58 25.80 -4.77 -0.22
C 1.04 25.23 -6.11 -0.45
C 1.93 24.00 -6.04 -0.07
N 1.63 26.22 -7.03 0.03
H -1.87 27.87 -4.05 0.08
H -0.31 27.98 -3.37 0.08
H -1.33 26.55 -2.98 0.09
H 1.40 26.31 -4.26 0.12
H 0.42 25.06 -3.99 0.12
H 0.23 24.88 -6.75 0.13
H 2.75 24.24 -5.37 0.08
H 2.28 23.75 -7.04 0.08
H 1.36 23.14 -5.69 0.08
H 2.46 26.53 -6.53 0.06
H 1.13 27.08 -6.84 0.06
C -1.41 19.49 -18.88 -0.11
O -2.52 20.25 -18.41 -0.20
C -2.20 21.05 -17.24 -0.16
C -3.44 21.90 -16.79 -0.46
C -3.98 22.99 -17.74 -0.07
N -3.25 22.46 -15.51 0.02
H -0.69 20.23 -19.21 0.08
H -1.73 18.88 -19.73 0.08
H -1.03 18.78 -18.14 0.08
H -1.83 20.48 -16.39 0.12
H -1.45 21.79 -17.54 0.12
H -4.23 21.16 -16.80 0.13
H -4.28 22.60 -18.71 0.07
H -3.14 23.65 -17.96 0.07
H -4.87 23.56 -17.46 0.07
H -2.65 23.26 -15.58 0.08
H -4.16 22.85 -15.28 0.07
C 2.48 15.70 -1.93 -0.13
O 3.33 15.07 -0.99 -0.16
C 2.89 13.70 -0.99 -0.25
C 3.30 12.85 0.19 -0.41
C 4.86 12.87 0.32 -0.06
N 2.80 11.46 0.00 0.04
H 2.68 16.77 -1.85 0.09
H 1.43 15.62 -1.67 0.09
H 2.73 15.39 -2.94 0.09
H 1.83 13.55 -1.16 0.12
H 3.28 13.19 -1.88 0.12
H 2.93 13.31 1.10 0.14
H 5.27 13.88 0.43 0.07
H 5.35 12.45 -0.56 0.07
H 5.11 12.28 1.20 0.07
H 3.17 10.95 0.79 0.06
H 3.23 10.97 -0.77 0.07
C 8.49 14.56 -8.11 -0.11
O 8.37 15.83 -7.46 -0.19
C 8.41 15.67 -6.07 -0.21
C 8.01 17.07 -5.43 -0.39
C 8.91 18.28 -5.83 -0.06
N 8.18 16.99 -3.95 0.02
H 7.88 13.76 -7.68 0.08
H 9.47 14.13 -8.30 0.09
H 8.07 14.72 -9.10 0.08
H 7.70 14.94 -5.70 0.11
H 9.43 15.39 -5.80 0.13
H 6.98 17.29 -5.72 0.13
H 9.16 18.32 -6.89 0.07
H 9.80 18.42 -5.22 0.07
H 8.33 19.13 -5.49 0.07
H 7.82 17.88 -3.64 0.06
H 7.44 16.36 -3.69 0.06
N 3.99 17.04 -10.00 0.14
C 4.01 17.58 -11.23 -0.82
N 5.10 17.19 -11.82 0.15
O 3.12 18.09 -11.77 0.10
H 4.82 16.61 -9.60 0.09
H 3.12 17.08 -9.51 0.11
H 5.80 16.75 -11.25 0.10
H 5.14 17.23 -12.83 0.12
N 3.15 26.56 -13.23 0.16
C 2.59 25.62 -13.86 -0.77
N 1.82 24.98 -12.99 0.14
O 2.84 25.31 -15.05 -0.01
H 3.02 26.44 -12.24 0.11
H 3.79 27.25 -13.61 0.13
H 1.80 25.25 -12.02 0.11
H 1.48 24.10 -13.35 0.12
N 5.64 19.76 -19.24 0.16
C 5.80 19.40 -18.00 -0.80
N 5.16 20.22 -17.21 0.15
O 6.28 18.36 -17.61 0.03
H 6.14 19.23 -19.94 0.13
H 5.16 20.64 -19.34 0.11
H 4.70 21.04 -17.58 0.10
H 4.89 20.05 -16.25 0.12
N -2.66 19.51 -9.93 0.17
C -2.84 18.99 -8.78 -0.79
N -4.09 18.92 -8.46 0.15
O -1.98 18.33 -8.16 0.00
H -1.78 19.36 -10.41 0.13
H -3.46 19.91 -10.40 0.12
H -4.71 19.67 -8.73 0.11
H -4.37 18.61 -7.54 0.12
```

The LUMO energy comes out at 0.3 eV. The SMILES is COC[C@H](C)N.COC[C@H](C)N.COC[C@H](C)N.COC[C@H](C)N.COC[C@H](C)N.NC(N)=O.NC(N)=O.NC(N)=O.NC(N)=O. As for the charge: 0. The value obtained for the total energy is -2345.86054 Ha.



C63H177N21O18 | the ωB97M-V functional and the def2-TZVPD basis

Geometry as XYZ:
```
279
Properties=species:S:1:pos:R:3:lowdin_charge:R:1
C -3.89 0.02 -3.30 -0.82
O -3.52 -0.82 -4.06 0.05
N -3.17 0.44 -2.35 0.22
N -5.05 0.54 -3.20 0.18
H -3.53 1.21 -1.81 0.10
H -2.33 -0.07 -2.12 0.10
H -5.79 0.48 -3.89 0.14
H -5.15 1.49 -2.87 0.07
C 0.42 2.08 -4.58 -0.88
O 1.59 2.13 -4.66 0.08
N -0.25 1.91 -3.51 0.20
N -0.40 2.37 -5.49 0.17
H -1.25 2.07 -3.48 0.05
H 0.23 1.74 -2.65 0.11
H -1.38 2.45 -5.26 0.07
H -0.10 2.42 -6.46 0.13
C -0.96 -2.57 -5.63 -0.72
O -0.13 -3.14 -6.35 0.00
N -0.86 -1.28 -5.39 0.17
N -1.86 -3.08 -4.81 0.18
H -0.12 -0.81 -5.89 0.11
H -1.52 -0.80 -4.80 0.07
H -1.94 -4.08 -4.73 0.06
H -2.61 -2.44 -4.58 0.07
C 7.24 -1.63 -8.17 -0.09
C 6.26 -1.73 -9.29 -0.39
C 4.74 -1.50 -8.89 -0.18
O 4.39 -2.29 -7.76 -0.21
C 2.99 -2.42 -7.56 -0.11
N 6.68 -0.57 -10.19 0.02
H 8.24 -1.88 -8.52 0.08
H 6.89 -2.35 -7.44 0.08
H 7.33 -0.62 -7.78 0.08
H 6.29 -2.68 -9.82 0.13
H 4.12 -1.92 -9.68 0.12
H 4.57 -0.44 -8.72 0.11
H 2.55 -1.55 -8.04 0.08
H 2.74 -2.12 -6.54 0.07
H 2.45 -3.33 -7.82 0.09
H 6.33 -0.73 -11.12 0.06
H 7.68 -0.43 -10.14 0.05
C -1.58 -5.98 0.35 -0.08
C -0.81 -7.10 -0.32 -0.43
C 0.69 -6.72 -0.52 -0.17
O 1.38 -7.79 -1.23 -0.19
C 2.72 -7.45 -1.61 -0.11
N -1.04 -8.30 0.50 0.05
H -1.43 -5.85 1.42 0.07
H -2.64 -6.13 0.16 0.08
H -1.27 -5.03 -0.08 0.06
H -1.24 -7.21 -1.32 0.11
H 1.13 -6.35 0.40 0.13
H 0.75 -5.89 -1.22 0.11
H 2.78 -6.55 -2.23 0.07
H 3.34 -8.12 -2.20 0.08
H 3.34 -7.46 -0.71 0.08
H -1.24 -8.00 1.44 0.06
H -0.09 -8.64 0.55 0.06
C -0.14 1.02 1.74 -0.05
C -0.72 0.06 0.72 -0.43
C 0.19 -0.58 -0.30 -0.20
O -0.62 -1.14 -1.27 -0.22
C -0.14 -2.30 -1.88 -0.07
N -1.58 -0.91 1.41 0.07
H 0.48 1.83 1.37 0.05
H 0.45 0.61 2.56 0.07
H -0.92 1.64 2.19 0.07
H -1.49 0.66 0.25 0.11
H 0.63 -1.40 0.26 0.12
H 0.97 0.08 -0.68 0.12
H -0.21 -3.06 -1.09 0.07
H 0.92 -2.28 -2.12 0.08
H -0.81 -2.64 -2.67 0.08
H -1.94 -1.50 0.67 0.07
H -2.30 -0.41 1.91 0.06
C -1.63 5.16 -3.00 -0.04
C -2.59 3.98 -2.86 -0.47
C -4.05 4.38 -2.49 -0.10
O -4.85 3.18 -2.14 -0.24
C -5.58 3.21 -0.97 -0.11
N -2.68 3.42 -4.13 0.02
H -1.26 5.37 -2.00 0.08
H -2.17 6.07 -3.28 0.09
H -0.72 5.06 -3.59 0.10
H -2.25 3.18 -2.21 0.12
H -4.41 4.93 -3.36 0.13
H -3.95 5.06 -1.65 0.12
H -6.20 2.31 -1.03 0.09
H -6.19 4.10 -0.80 0.10
H -4.93 3.12 -0.10 0.09
H -3.67 3.33 -4.32 0.09
H -2.29 4.27 -4.51 0.08
C 4.25 -4.08 0.29 -0.07
C 5.02 -4.66 -0.80 -0.48
C 4.80 -3.95 -2.15 -0.18
O 3.43 -4.01 -2.56 -0.18
C 3.23 -3.16 -3.66 -0.13
N 6.41 -4.69 -0.42 0.05
H 4.66 -3.10 0.57 0.08
H 4.36 -4.76 1.13 0.09
H 3.21 -3.96 -0.01 0.08
H 4.72 -5.69 -1.00 0.11
H 5.37 -4.45 -2.94 0.12
H 5.19 -2.93 -2.15 0.12
H 2.16 -3.06 -3.84 0.08
H 3.77 -3.31 -4.59 0.08
H 3.58 -2.14 -3.50 0.07
H 7.06 -4.57 -1.18 0.07
H 6.55 -4.15 0.42 0.07
C 5.27 0.84 -3.57 -0.06
C 5.47 2.14 -4.37 -0.43
C 5.21 1.89 -5.86 -0.23
O 5.59 2.98 -6.64 -0.17
C 5.00 2.86 -7.94 -0.09
N 4.58 3.08 -3.79 0.05
H 5.11 0.89 -2.49 0.06
H 6.18 0.23 -3.62 0.07
H 4.43 0.20 -3.84 0.07
H 6.51 2.44 -4.27 0.14
H 4.13 1.75 -6.00 0.11
H 5.75 0.97 -6.07 0.12
H 5.40 1.98 -8.45 0.07
H 5.26 3.75 -8.53 0.09
H 3.92 2.72 -7.88 0.08
H 3.69 2.66 -4.06 0.04
H 4.69 3.97 -4.26 0.08
C -6.65 -1.17 -0.39 -0.06
C -6.42 -2.47 -1.18 -0.43
C -6.98 -3.70 -0.46 -0.21
O -6.20 -3.78 0.71 -0.20
C -6.72 -4.60 1.75 -0.09
N -6.90 -2.08 -2.48 0.03
H -7.62 -0.70 -0.51 0.08
H -5.95 -0.47 -0.86 0.05
H -6.48 -1.22 0.68 0.07
H -5.39 -2.77 -1.36 0.13
H -7.00 -4.65 -0.99 0.12
H -8.03 -3.48 -0.29 0.12
H -7.75 -4.37 2.01 0.09
H -6.06 -4.41 2.59 0.09
H -6.61 -5.66 1.51 0.08
H -6.23 -1.42 -2.86 0.03
H -6.82 -2.84 -3.14 0.07
C -3.93 0.37 4.89 -0.06
C -5.40 0.32 5.14 -0.40
C -6.42 1.06 4.24 -0.17
O -6.45 2.45 4.54 -0.23
C -7.47 3.16 3.78 -0.08
N -5.76 -1.09 5.42 0.03
H -3.30 -0.04 5.68 0.07
H -3.57 1.39 4.75 0.06
H -3.52 -0.12 4.01 0.06
H -5.57 0.85 6.08 0.13
H -7.41 0.61 4.19 0.12
H -6.14 1.04 3.18 0.12
H -7.45 3.12 2.69 0.08
H -7.52 4.24 3.93 0.08
H -8.37 2.65 4.13 0.09
H -5.31 -1.47 6.24 0.07
H -6.74 -1.24 5.25 0.06
C -4.96 5.57 2.64 -0.04
C -3.92 4.74 3.35 -0.43
C -2.54 5.38 3.45 -0.18
O -1.55 4.42 3.87 -0.21
C -0.19 4.80 3.86 -0.10
N -4.22 4.32 4.72 0.07
H -6.00 5.31 2.85 0.05
H -4.80 5.47 1.57 0.06
H -4.77 6.62 2.86 0.08
H -3.86 3.81 2.78 0.12
H -2.60 6.32 4.01 0.13
H -2.13 5.81 2.54 0.10
H 0.28 4.14 4.59 0.08
H -0.02 5.83 4.20 0.09
H 0.28 4.67 2.88 0.07
H -5.03 3.72 4.66 0.03
H -3.49 3.77 5.15 0.05
C 3.53 -0.50 1.99 -0.04
C 3.59 0.44 3.20 -0.45
C 3.40 -0.23 4.59 -0.21
O 2.03 -0.50 4.77 -0.19
C 1.93 -1.56 5.73 -0.09
N 4.87 1.10 3.26 0.06
H 4.04 -1.39 2.34 0.07
H 4.05 -0.17 1.09 0.07
H 2.50 -0.71 1.71 0.06
H 2.78 1.16 3.13 0.11
H 3.65 0.56 5.30 0.12
H 4.12 -1.04 4.65 0.13
H 0.94 -1.51 6.19 0.08
H 2.68 -1.47 6.51 0.09
H 1.98 -2.45 5.10 0.09
H 4.76 1.57 4.15 0.06
H 4.93 1.76 2.50 0.03
C -1.20 3.81 7.28 -0.06
C 0.06 3.50 8.17 -0.39
C 0.15 4.33 9.47 -0.16
O -0.15 5.72 9.18 -0.21
C 0.12 6.64 10.22 -0.12
N -0.11 2.07 8.43 0.01
H -2.15 3.50 7.70 0.08
H -1.09 3.30 6.32 0.06
H -1.17 4.90 7.20 0.07
H 0.99 3.63 7.63 0.13
H 1.13 4.26 9.94 0.12
H -0.49 3.92 10.26 0.12
H 0.06 7.57 9.65 0.09
H 1.13 6.48 10.62 0.08
H -0.54 6.71 11.08 0.08
H -0.90 1.85 9.01 0.06
H -0.41 1.69 7.54 0.05
C -0.93 -4.69 7.73 -0.07
C -2.33 -4.74 7.07 -0.42
C -2.29 -3.83 5.77 -0.17
O -1.03 -4.02 5.02 -0.21
C -1.00 -3.05 3.95 -0.11
N -2.68 -6.09 6.66 0.03
H -0.17 -5.19 7.13 0.07
H -0.95 -5.31 8.62 0.07
H -0.56 -3.66 7.78 0.07
H -3.05 -4.30 7.76 0.13
H -2.36 -2.77 6.02 0.10
H -3.17 -4.03 5.16 0.11
H -1.52 -2.12 4.20 0.06
H -1.47 -3.44 3.05 0.07
H 0.03 -2.82 3.71 0.07
H -2.57 -6.75 7.42 0.07
H -1.91 -6.22 6.01 0.07
C -2.23 -7.83 -6.33 -0.05
C -1.30 -6.68 -6.04 -0.48
C -1.49 -6.37 -4.55 -0.18
O -2.71 -5.61 -4.40 -0.22
C -3.21 -5.52 -3.11 -0.11
N 0.01 -6.94 -6.46 0.04
H -1.80 -8.83 -6.44 0.08
H -2.69 -7.52 -7.27 0.08
H -2.92 -8.00 -5.50 0.07
H -1.51 -5.75 -6.56 0.13
H -0.63 -5.81 -4.19 0.12
H -1.46 -7.33 -4.04 0.13
H -2.51 -5.22 -2.33 0.08
H -3.78 -6.44 -2.98 0.10
H -4.08 -4.87 -3.03 0.08
H 0.07 -7.13 -7.45 0.08
H 0.56 -6.10 -6.33 0.07
C 4.10 6.12 3.44 -0.06
C 3.85 7.46 2.76 -0.40
C 2.37 7.78 2.47 -0.17
O 1.81 6.79 1.58 -0.24
C 0.49 7.00 1.04 -0.10
N 4.45 8.43 3.70 0.02
H 3.60 6.03 4.40 0.08
H 5.15 6.08 3.72 0.08
H 3.76 5.24 2.89 0.04
H 4.48 7.56 1.88 0.14
H 2.16 8.67 1.88 0.12
H 1.77 7.88 3.38 0.12
H -0.25 7.30 1.78 0.08
H 0.21 5.97 0.80 0.07
H 0.57 7.57 0.12 0.09
H 3.80 8.79 4.39 0.07
H 4.90 9.23 3.28 0.07
C 2.53 2.60 -0.90 -0.04
C 3.50 2.63 0.32 -0.38
C 4.85 3.38 0.09 -0.18
O 5.72 3.30 1.23 -0.22
C 7.00 3.90 0.96 -0.08
N 2.76 3.34 1.33 0.04
H 3.02 2.35 -1.84 0.05
H 2.23 3.63 -1.12 0.08
H 1.55 2.13 -0.77 0.04
H 3.72 1.63 0.69 0.09
H 4.73 4.43 -0.17 0.13
H 5.29 2.93 -0.80 0.10
H 7.01 4.99 0.97 0.08
H 7.37 3.55 -0.01 0.09
H 7.59 3.61 1.82 0.09
H 2.85 4.29 1.00 0.05
H 3.16 3.32 2.25 0.05
```

The LUMO energy comes out at 0.0 eV. As for the charge: 0. The value obtained for the total energy is -5010.19432 Ha.



C2H3N3O | the ωB97M-V functional and the def2-TZVPD basis

Geometry as XYZ:
```
9
Properties=species:S:1:pos:R:3:lowdin_charge:R:1
N -1.56 -0.19 0.07 0.10
C -0.17 -0.16 0.05 -0.40
C 0.73 0.95 -0.07 -0.07
N 1.95 0.51 0.04 0.07
O 1.85 -0.82 0.25 -0.10
N 0.56 -1.23 0.25 0.11
H -1.90 -1.08 0.42 0.09
H -1.98 -0.01 -0.84 0.09
H 0.54 2.01 -0.19 0.11
```

The LUMO energy comes out at 0.9 eV. The SMILES is Nc1cnon1. As for the charge: 0. The value obtained for the total energy is -317.44213 Ha.